(1)
Formula: C14H17N3O4
Source: the OMol25 dataset
Level of theory: ωB97M-V/def2-TZVPD

XYZ file:
```
38
Properties=species:S:1:pos:R:3:forces:R:3:lowdin_charge:R:1
N -0.675247 1.715007 -0.109804 0.58 1.63 7.19 0.004
C -0.671635 0.613252 -0.879216 0.48 -3.40 -2.07 -0.459
C 0.776525 0.589729 -1.447970 -2.46 -4.37 -2.06 -0.148
C 1.859195 0.909846 -0.530656 2.05 -1.70 -2.10 -0.248
C 2.360415 2.154734 -0.352569 2.39 1.50 0.30 -0.038
N 3.678567 2.058473 0.170444 -1.30 -2.34 0.85 0.080
C 3.895918 0.684691 0.520750 -0.13 -2.08 -2.77 -0.161
C 4.944449 -0.090910 1.094082 1.67 1.02 -0.43 -0.050
C 5.098226 -1.496148 0.952125 -2.67 1.40 0.29 -0.051
C 4.015881 -2.195534 0.242324 3.81 0.47 0.80 -0.095
C 3.036961 -1.490594 -0.320381 -2.69 1.60 -1.73 -0.076
C 2.935152 -0.086985 -0.233613 -0.61 2.27 3.04 -0.076
C -0.989252 -0.795256 -0.042270 1.92 0.52 -0.04 -0.262
O 0.008107 -1.337271 0.511491 -4.17 0.96 -1.46 0.032
N -2.383769 -1.254356 0.048150 3.26 3.76 -2.21 0.120
C -3.485770 -0.290251 -0.262637 -1.91 -0.61 0.87 -0.194
C -4.734335 -1.102260 -0.806005 0.90 2.05 2.05 -0.176
O -5.900380 -0.231886 -0.718185 0.08 -0.46 2.14 -0.095
C -3.845256 0.545882 1.023344 2.63 2.63 3.96 -0.305
O -3.180565 1.583197 1.333156 -3.10 -3.71 -1.41 0.024
O -4.666080 -0.012976 2.055200 0.62 -0.49 -3.29 0.056
H -1.400230 1.530338 0.872877 3.04 1.25 -3.85 0.161
H 0.521318 1.579683 0.173730 -4.77 1.58 1.12 0.134
H -1.170598 0.702015 -1.852597 -1.24 -0.41 0.38 0.119
H 0.665456 -0.520398 -1.800557 1.68 1.57 0.41 0.147
H 0.765018 1.125877 -2.384057 0.16 0.63 -0.03 0.115
H 2.058398 3.205609 -0.637381 -0.17 -1.72 0.38 0.160
H 4.083988 2.787173 0.696201 0.36 0.83 0.54 0.119
H 5.822558 0.504286 1.437730 -0.69 -0.72 0.36 0.105
H 5.875361 -1.942968 1.588388 -0.26 -0.14 -0.93 0.096
H 4.171683 -3.169350 -0.174209 -0.01 -0.82 0.68 0.092
H 2.287108 -1.982687 -0.968234 0.48 0.16 0.56 0.118
H -2.394840 -1.966895 0.716850 -1.11 -1.13 1.33 0.111
H -3.351842 0.543537 -0.999713 1.07 -1.12 0.59 0.165
H -4.482398 -1.355045 -1.814889 -0.50 0.10 -0.77 0.113
H -4.703325 -2.024986 -0.235266 -0.98 -0.20 0.24 0.111
H -6.155535 0.010598 0.270874 1.12 -1.22 -2.95 0.142
H -4.669224 0.502838 2.862505 0.47 0.73 0.01 0.109
```
Positions in Å, forces in eV/Å.

SMILES string = N[C@@H](Cc1c[nH]c2ccccc12)C(=O)N[C@@H](CO)C(=O)O
Kohn-Sham gap = 8.3 eV
Calculated total energy = -1008.7222 hartree
Energy relative to the best compared isomer or geometry (same formula, charge and spin) = 7.587 eV
Spin multiplicity = 1


(2)
Formula: C14H17N3OZr
Source: the OMol25 dataset
Level of theory: ωB97M-V/def2-TZVPD

XYZ file:
```
36
Properties=species:S:1:pos:R:3:forces:R:3:lowdin_charge:R:1
C -4.022980 -0.102089 0.845381 -0.68 -0.03 -0.47 -0.157
C -4.312668 1.132563 -0.002041 -0.11 0.37 -0.22 -0.164
H -4.056288 -1.009166 0.250105 0.06 -0.29 -0.18 0.073
H -4.824660 -0.216003 1.582199 0.38 -0.09 0.16 0.102
H -3.087835 -0.085049 1.431887 0.20 0.21 0.24 0.012
H -3.614128 1.278963 -0.833948 -0.13 -0.09 0.09 0.053
H -5.310939 1.106967 -0.451492 0.16 -0.33 0.19 0.096
H -4.287688 2.043736 0.600972 -0.07 -0.13 -0.08 0.077
C 0.283276 -2.893490 0.413698 0.83 0.57 -0.82 -0.088
C 1.261465 -3.871523 0.466323 -0.14 -0.16 0.16 0.005
C 2.496458 -3.629289 -0.148201 -0.11 -0.06 -0.14 0.026
C 2.752100 -2.422371 -0.796739 -0.69 0.95 0.09 0.053
H -0.710709 -3.002239 0.846334 0.17 -0.21 -0.01 0.126
H 1.052341 -4.812657 0.981184 0.17 0.34 -0.21 0.139
H 3.272839 -4.390204 -0.113318 -0.17 0.10 -0.05 0.140
H 3.679703 -2.197769 -1.316429 -0.02 -0.34 0.36 0.129
N 0.539351 -1.708311 -0.201815 0.85 0.27 0.03 -0.092
C 1.770078 -1.418678 -0.736323 -0.83 -1.68 0.58 -0.182
C 1.941839 -0.012812 -1.104139 0.20 1.50 -0.57 -0.177
N 0.975561 0.867257 -0.658507 0.51 0.02 -0.35 -0.051
C 1.144248 2.197843 -0.902985 0.18 -0.54 -0.08 -0.073
C 3.197096 1.812854 -2.060194 0.12 0.15 -0.01 0.026
C 2.246200 2.695943 -1.568752 -0.10 0.26 -0.07 0.011
H 0.375215 2.876532 -0.558842 0.16 -0.23 -0.03 0.090
H 2.319583 3.778302 -1.705942 0.08 -0.46 -0.01 0.142
C 3.037340 0.454225 -1.838627 -0.69 -0.81 0.65 0.044
H 3.735258 -0.296857 -2.188362 0.14 0.37 -0.12 0.127
H 4.065010 2.181120 -2.596316 -0.09 -0.05 0.00 0.141
Zr -0.794123 0.017970 0.410223 -0.76 0.34 3.10 1.818
C -1.505196 2.066362 0.519322 0.90 0.41 -0.51 -0.300
H -1.676794 2.308392 -0.535620 -0.24 0.38 -0.12 0.023
H -0.845369 2.835964 0.931832 -0.06 -0.14 0.01 0.032
H -2.453182 2.152938 1.050732 0.17 -0.26 0.09 0.009
O 1.152786 0.128584 4.282950 -1.30 0.13 -1.54 0.234
C 0.453713 0.106279 3.348058 1.51 -0.24 1.82 -0.364
N -0.248889 0.025722 2.357396 -0.61 -0.22 -1.93 -0.076
```
Positions in Å, forces in eV/Å.

Net charge = +2
Kohn-Sham gap = 8.0 eV
Calculated total energy = -829.6859 hartree
Spin multiplicity = 1


(3)
Formula: C14H17N5O2P
Source: the OMol25 dataset
Level of theory: ωB97M-V/def2-TZVPD

XYZ file:
```
39
Properties=species:S:1:pos:R:3:forces:R:3:lowdin_charge:R:1
N 0.662393 4.117572 5.693515 -2.40 1.21 -2.09 -0.206
P -0.682768 4.402440 4.838548 0.75 0.94 3.37 0.723
O -2.082961 3.489197 5.412804 2.01 3.10 -1.50 -0.210
O -1.098075 6.120031 4.921959 1.56 -2.80 -2.27 -0.245
C -0.295391 4.007072 2.969186 -1.49 0.34 -0.66 -0.133
C -1.075625 4.956922 1.899645 3.94 -4.08 -3.02 0.059
C -0.617334 4.553977 0.337086 1.29 -1.78 5.90 0.106
C 0.468636 3.331437 0.381573 -0.65 0.68 0.21 -0.013
N 1.039126 2.552860 1.497694 -2.49 3.33 -1.80 0.069
N 0.660873 2.890232 2.756012 -3.15 3.76 -2.24 0.020
H 0.951534 5.030699 6.127456 -0.28 -1.28 -0.27 0.015
H -2.736865 4.097748 5.874886 1.09 -0.81 -0.75 0.099
H -0.391209 6.557645 4.327368 -1.48 -0.69 1.45 0.098
H -1.824703 5.831972 2.133859 1.70 -2.11 -0.08 0.132
H -1.035805 5.093524 -0.616807 1.07 -1.38 1.96 0.134
H 0.871856 3.011541 -0.698297 -0.97 0.48 2.84 0.132
H 1.066169 2.340047 3.572276 -0.58 1.05 -1.16 0.190
N -0.663108 1.129200 -1.997668 0.05 -0.81 0.05 0.031
C -0.003529 0.254213 -1.207286 -0.46 0.49 -0.56 -0.170
C -0.057846 -1.121138 -1.367303 -0.12 0.05 -0.14 -0.064
C -0.838820 -1.633500 -2.397868 -0.05 -0.10 -0.06 -0.056
C -1.531536 -0.757759 -3.227528 0.20 -0.05 0.24 -0.059
C -1.411762 0.602208 -2.990771 0.37 0.49 0.49 -0.148
H 0.589557 0.702557 -0.415518 0.03 -0.17 0.00 0.063
H 0.494953 -1.776891 -0.704237 -0.04 0.07 -0.07 0.097
H -0.906983 -2.706248 -2.553482 0.04 0.05 0.05 0.090
H -2.149067 -1.125445 -4.039150 0.07 0.06 0.08 0.109
H -1.930022 1.326330 -3.613157 0.03 -0.10 0.03 0.103
N -0.037586 -5.253454 -2.332359 0.86 -0.42 -0.06 0.044
C 0.929672 -5.182431 -1.391764 -0.66 -0.03 -0.63 -0.158
C 2.112793 -5.901662 -1.447250 -0.01 -0.12 -0.19 -0.075
C 2.317450 -6.749450 -2.530703 0.00 -0.01 -0.03 -0.073
C 1.338843 -6.845593 -3.514674 0.19 0.04 0.23 -0.071
C 0.190253 -6.083592 -3.373230 -0.28 0.57 0.61 -0.146
H 0.721842 -4.509820 -0.564684 0.05 -0.06 -0.01 0.093
H 2.856387 -5.803547 -0.664501 -0.08 -0.01 -0.06 0.102
H 3.231966 -7.330268 -2.607926 -0.12 0.07 0.01 0.109
H 1.467887 -7.497563 -4.371150 -0.04 0.07 0.08 0.105
H -0.601187 -6.121058 -4.116553 0.09 -0.03 0.05 0.104
```
Positions in Å, forces in eV/Å.

Net charge = +1
Kohn-Sham gap = 5.4 eV
Calculated total energy = -1308.8025 hartree
Spin multiplicity = 1


(4)
Formula: C14H17PSbSe4W
Source: the OMol25 dataset
Level of theory: ωB97M-V/def2-TZVPD

XYZ file:
```
38
Properties=species:S:1:pos:R:3:forces:R:3:lowdin_charge:R:1
W -0.322049 -0.387731 -0.003262 0.08 -0.04 -0.06 0.450
C 0.907587 -1.301983 1.839918 0.01 -0.02 0.01 -0.186
C 1.224941 0.063828 1.589112 0.00 0.02 0.03 -0.224
C 0.207369 1.054186 1.776669 0.00 -0.01 -0.02 -0.167
C -1.114383 0.669730 1.968349 -0.03 -0.02 0.01 -0.150
C -1.448661 -0.707589 1.908363 0.00 0.02 0.01 -0.292
C -0.411392 -1.696591 1.973478 0.00 0.02 -0.04 -0.158
H 1.691728 -2.045190 1.808405 0.00 0.00 0.00 0.114
H 2.246919 0.366600 1.423504 0.00 0.00 -0.01 0.116
H 0.472251 2.100983 1.736644 0.00 0.00 0.00 0.112
H -1.898385 1.409668 2.044851 0.00 0.00 0.00 0.130
H -2.485226 -1.007314 1.949016 0.00 0.00 0.01 0.110
H -0.667765 -2.742703 2.057102 0.00 0.00 0.00 0.135
Se -2.219508 -2.049740 -0.856771 0.00 0.01 0.01 0.202
Sb -0.289517 -1.370495 -2.530966 0.02 0.00 0.01 0.107
Se -2.695416 0.228102 -0.914092 -0.02 -0.01 0.01 0.178
Se 1.609984 -1.990201 -1.151460 -0.06 0.02 0.03 0.180
Se -0.723072 -1.332609 -4.818760 0.00 0.01 -0.01 0.071
C 0.999917 1.641190 -2.937372 0.01 0.00 0.00 -0.277
P 0.587835 1.677769 -1.167902 -0.02 0.00 0.01 0.784
C -0.582270 3.063413 -1.087093 0.01 0.01 0.01 -0.251
C 2.136026 2.305780 -0.456403 0.00 0.01 0.00 -0.389
C 3.301844 1.566189 -0.667211 0.00 0.00 0.00 -0.113
C 4.509239 2.006388 -0.150872 0.00 0.00 0.00 -0.057
C 4.564439 3.183898 0.585428 0.00 0.00 0.00 -0.058
C 3.411321 3.922584 0.797788 0.00 0.00 0.00 -0.059
C 2.199155 3.487928 0.275561 0.00 0.00 0.00 -0.096
H 1.727334 0.857688 -3.152843 0.00 0.00 -0.01 0.036
H 1.438458 2.603152 -3.205104 0.00 0.00 0.00 0.073
H 0.104258 1.471981 -3.535627 0.00 0.00 0.00 0.019
H -0.130277 3.966098 -1.499043 0.00 0.00 0.00 0.066
H -0.906897 3.251649 -0.064181 0.00 0.00 0.00 0.048
H -1.457682 2.805643 -1.683643 0.01 -0.01 -0.01 0.028
H 3.264710 0.638625 -1.228283 0.00 0.00 0.00 0.075
H 5.409296 1.431796 -0.324780 0.00 0.00 0.00 0.115
H 5.508230 3.526686 0.987619 0.00 0.00 0.00 0.114
H 3.451829 4.844236 1.362690 0.00 0.00 0.00 0.114
H 1.312787 4.089434 0.436975 0.00 0.00 0.00 0.101
```
Positions in Å, forces in eV/Å.

Net charge = +1
Kohn-Sham gap = 7.1 eV
Calculated total energy = -10797.9486 hartree
Spin multiplicity = 1